Entry 1:
{
  "formula": "C2H3NO2",
  "method": "wB97M-V/def2-TZVPD",
  "species": ["C", "C", "N", "O", "O", "H", "H", "H"],
  "coordinates": [[0.44, 0.49, -0.16], [0.18, -0.95, 0.32], [-0.83, 0.76, -0.89], [-1.77, 1.14, -0.22], [0.06, -1.87, -0.41], [0.69, 1.18, 0.76], [1.21, 0.56, -0.81], [0.03, -1.31, 1.41]],
  "nbo_charge": [-0.419, 0.410, 0.169, -0.257, -0.482, 0.213, 0.228, 0.140],
  "homo_energy_ev": [-9.58, -9.58],
  "lumo_ev": [-0.57, -0.57],
  "smiles": "O=CCN=O"
}

=====

Entry 2:
{
  "formula": "C9H4Cl2LaN2O3Sc",
  "method": "wB97M-V/def2-TZVPD",
  "species": ["La", "Sc", "Cl", "Cl", "C", "C", "C", "O", "O", "O", "N", "C", "C", "C", "C", "C", "N", "C", "H", "H", "H", "H"],
  "coordinates": [[-0.49, -0.17, -3.77], [0.27, 0.10, -0.90], [-1.06, -1.83, -1.84], [-0.94, 2.02, -2.40], [1.38, 1.76, -0.31], [0.31, -1.96, -5.14], [0.40, 1.04, -5.62], [1.90, 2.61, 0.14], [0.60, -2.90, -5.71], [0.75, 1.74, -6.46], [0.70, -2.79, 4.91], [0.35, -2.02, 4.04], [-0.07, -1.00, 3.10], [-0.19, 0.30, 3.57], [-0.60, 1.29, 2.72], [-0.82, 0.99, 1.38], [-0.60, -0.27, 0.91], [-0.23, -1.29, 1.74], [0.06, 0.54, 4.61], [-0.64, 2.32, 3.04], [-1.07, 1.79, 0.68], [0.00, -2.26, 1.32]],
  "lowdin_charge": [1.544, 0.775, 0.171, 0.147, -0.069, -0.100, -0.099, 0.349, 0.285, 0.286, 0.301, -0.071, -0.118, 0.108, 0.061, -0.099, -0.111, 0.022, 0.181, 0.162, 0.124, 0.151],
  "homo_energy_ev": [-22.26, -22.26],
  "charge": 4,
  "lumo_ev": [-17.92, -17.92]
}

=====

Entry 3:
{
  "formula": "C18H18FOV",
  "method": "wB97M-V/def2-TZVPD",
  "species": ["C", "C", "C", "H", "C", "C", "H", "H", "H", "H", "C", "C", "C", "H", "C", "C", "H", "H", "H", "H", "V", "O", "C", "C", "H", "H", "H", "H", "C", "C", "C", "H", "C", "H", "C", "H", "C", "H", "F"],
  "coordinates": [[0.44, -1.61, 4.16], [-0.87, -1.84, 3.67], [-0.77, -2.21, 2.32], [-1.78, -1.74, 4.24], [0.60, -2.21, 1.97], [1.35, -1.84, 3.10], [2.43, -1.76, 3.15], [0.70, -1.33, 5.16], [-1.59, -2.43, 1.66], [0.99, -2.40, 0.98], [-0.94, 2.16, 2.85], [-0.61, 1.67, 4.12], [0.80, 1.50, 4.17], [-1.30, 1.44, 4.92], [1.33, 1.89, 2.92], [0.25, 2.29, 2.11], [0.31, 2.60, 1.08], [-1.94, 2.35, 2.49], [1.36, 1.14, 5.02], [2.38, 1.89, 2.66], [0.02, 0.01, 2.56], [-0.29, -0.14, -1.43], [-1.39, -0.91, -1.90], [-0.11, -0.91, -2.62], [-1.66, -1.77, -1.29], [-2.21, -0.34, -2.31], [0.53, -1.78, -2.50], [0.83, -1.90, -4.93], [0.56, -0.85, -5.01], [0.08, -0.18, -3.90], [-0.24, 1.17, -4.01], [-0.59, 1.70, -3.13], [-0.09, 1.83, -5.22], [-0.34, 2.88, -5.29], [0.38, 1.15, -6.33], [0.50, 1.67, -7.27], [0.71, -0.19, -6.23], [1.09, -0.73, -7.09], [-0.89, -0.27, 5.16]],
  "nbo_charge": [-0.229, -0.243, -0.354, 0.284, -0.323, -0.348, 0.239, 0.285, 0.234, 0.234, -0.364, -0.203, -0.290, 0.309, -0.357, -0.323, 0.240, 0.239, 0.252, 0.241, 1.293, -0.497, -0.101, 0.028, 0.183, 0.189, 0.191, 0.211, -0.231, 0.019, -0.239, 0.224, -0.190, 0.214, -0.216, 0.216, -0.203, 0.216, -0.833],
  "spin_multiplicity": 3,
  "homo_energy_ev": [-7.80, -7.83],
  "lumo_ev": [-0.72, -0.14]
}

=====

Entry 4:
{
  "formula": "C36H75N2O7S",
  "method": "wB97M-V/def2-TZVPD",
  "species": ["C", "C", "C", "C", "N", "C", "C", "C", "C", "S", "N", "H", "H", "H", "H", "H", "H", "H", "H", "H", "H", "H", "H", "H", "H", "H", "H", "H", "H", "H", "C", "C", "C", "O", "C", "H", "H", "H", "H", "H", "H", "H", "H", "C", "C", "C", "O", "C", "H", "H", "H", "H", "H", "H", "H", "H", "C", "C", "C", "O", "C", "H", "H", "H", "H", "H", "H", "H", "H", "C", "C", "C", "O", "C", "H", "H", "H", "H", "H", "H", "H", "H", "C", "C", "C", "O", "C", "H", "H", "H", "H", "H", "H", "H", "H", "C", "C", "C", "O", "C", "H", "H", "H", "H", "H", "H", "H", "H", "C", "C", "C", "O", "C", "H", "H", "H", "H", "H", "H", "H", "H"],
  "coordinates": [[-3.78, 2.29, 1.67], [-4.20, 1.19, 0.70], [-3.63, -0.19, 1.05], [-3.39, -1.10, -0.16], [-2.67, -0.46, -1.26], [-1.33, -0.06, -1.16], [-0.97, 1.25, -0.48], [0.56, 1.20, -0.41], [0.93, -0.30, -0.38], [2.08, -0.90, 0.87], [-0.40, -1.00, -0.32], [-2.70, 2.27, 1.87], [-4.04, 3.26, 1.26], [-4.28, 2.19, 2.63], [-3.92, 1.45, -0.32], [-5.29, 1.13, 0.70], [-2.71, -0.09, 1.63], [-4.32, -0.74, 1.70], [-2.87, -2.01, 0.18], [-4.34, -1.44, -0.57], [-2.84, -0.92, -2.14], [-0.88, -0.05, -2.15], [-1.40, 1.34, 0.51], [-1.32, 2.08, -1.10], [0.96, 1.71, 0.46], [1.02, 1.65, -1.29], [1.38, -0.61, -1.33], [1.36, -0.45, 1.91], [-0.74, -1.00, 0.64], [-0.37, -1.97, -0.63], [4.85, 1.27, -1.68], [6.30, 0.88, -1.38], [6.79, 2.11, -0.63], [5.66, 2.62, 0.08], [4.48, 1.98, -0.38], [4.22, 0.40, -1.88], [4.79, 1.95, -2.53], [6.31, 0.00, -0.73], [6.89, 0.66, -2.27], [7.17, 2.87, -1.32], [7.57, 1.88, 0.10], [4.15, 1.25, 0.37], [3.69, 2.73, -0.51], [-7.31, 5.00, -1.59], [-8.35, 4.65, -0.53], [-7.68, 3.49, 0.20], [-6.27, 3.74, 0.12], [-6.01, 4.80, -0.81], [-7.42, 6.02, -1.96], [-7.37, 4.31, -2.43], [-8.49, 5.50, 0.14], [-9.32, 4.37, -0.94], [-7.90, 2.54, -0.29], [-7.95, 3.42, 1.25], [-5.74, 5.70, -0.26], [-5.17, 4.51, -1.45], [-1.97, 3.87, -5.42], [-3.06, 3.29, -4.51], [-2.40, 2.00, -4.05], [-1.00, 2.27, -3.98], [-0.71, 3.50, -4.66], [-2.07, 4.94, -5.58], [-1.99, 3.38, -6.39], [-3.24, 3.96, -3.67], [-4.01, 3.12, -5.02], [-2.59, 1.19, -4.75], [-2.73, 1.69, -3.06], [-0.46, 4.27, -3.91], [0.16, 3.35, -5.30], [-8.29, 10.26, -1.44], [-6.83, 9.80, -1.39], [-6.89, 8.71, -0.33], [-8.19, 8.12, -0.44], [-9.02, 8.93, -1.27], [-8.56, 10.76, -2.37], [-8.51, 10.92, -0.61], [-6.53, 9.39, -2.35], [-6.14, 10.60, -1.13], [-6.77, 9.13, 0.67], [-6.14, 7.93, -0.47], [-9.18, 8.44, -2.23], [-9.99, 9.04, -0.78], [7.17, -2.93, 2.34], [8.16, -3.81, 1.56], [7.75, -3.52, 0.13], [7.27, -2.17, 0.11], [7.09, -1.71, 1.44], [7.50, -2.70, 3.35], [6.21, -3.44, 2.39], [9.19, -3.48, 1.75], [8.08, -4.86, 1.82], [6.95, -4.20, -0.19], [8.57, -3.60, -0.59], [7.87, -0.98, 1.68], [6.12, -1.20, 1.50], [2.69, -5.15, 1.20], [2.93, -6.66, 1.29], [4.44, -6.71, 1.49], [4.78, -5.52, 2.22], [3.68, -4.62, 2.23], [1.66, -4.87, 1.43], [2.94, -4.79, 0.21], [2.43, -7.08, 2.16], [2.61, -7.21, 0.41], [4.97, -6.70, 0.53], [4.77, -7.58, 2.05], [3.24, -4.60, 3.23], [4.04, -3.62, 1.99], [4.26, -10.57, 5.16], [5.26, -11.41, 4.37], [4.86, -11.10, 2.93], [4.37, -9.75, 2.94], [4.17, -9.32, 4.29], [4.58, -10.35, 6.17], [3.29, -11.08, 5.20], [6.28, -11.07, 4.57], [5.21, -12.48, 4.59], [4.07, -11.77, 2.59], [5.70, -11.15, 2.23], [4.94, -8.60, 4.56], [3.20, -8.82, 4.35]],
  "lowdin_charge": [-0.099, -0.255, -0.197, -0.196, -0.004, -0.290, -0.099, -0.140, -0.626, 0.839, 0.091, 0.058, 0.062, 0.084, 0.093, 0.109, 0.094, 0.121, 0.109, 0.130, 0.130, 0.166, 0.095, 0.128, 0.114, 0.123, 0.114, -0.102, 0.149, 0.180, -0.169, -0.155, -0.186, -0.133, -0.232, 0.099, 0.115, 0.090, 0.119, 0.119, 0.118, 0.080, 0.112, -0.160, -0.159, -0.196, -0.166, -0.197, 0.101, 0.114, 0.108, 0.116, 0.115, 0.119, 0.106, 0.107, -0.160, -0.160, -0.215, -0.167, -0.192, 0.117, 0.118, 0.110, 0.117, 0.121, 0.092, 0.118, 0.119, -0.166, -0.165, -0.204, -0.161, -0.199, 0.113, 0.116, 0.113, 0.113, 0.121, 0.098, 0.116, 0.119, -0.158, -0.157, -0.194, -0.159, -0.212, 0.117, 0.081, 0.115, 0.114, 0.113, 0.118, 0.120, 0.107, -0.178, -0.159, -0.181, -0.148, -0.220, 0.102, 0.109, 0.112, 0.115, 0.120, 0.097, 0.121, 0.094, -0.167, -0.166, -0.198, -0.168, -0.212, 0.113, 0.115, 0.115, 0.113, 0.118, 0.118, 0.120, 0.114],
  "homo_energy_ev": -10.89,
  "charge": 1,
  "lumo_ev": -2.73
}

=====

Entry 5:
{
  "formula": "C21H24N2O5S",
  "method": "wB97M-V/def2-TZVPD",
  "species": ["C", "H", "O", "C", "C", "N", "C", "C", "C", "C", "C", "H", "H", "H", "H", "C", "O", "C", "H", "H", "O", "C", "O", "C", "C", "C", "C", "C", "C", "H", "H", "S", "C", "C", "O", "N", "H", "H", "H", "H", "C", "H", "H", "H", "C", "H", "H", "H", "H", "H", "H", "H", "H"],
  "coordinates": [[-0.12, -2.09, 2.37], [-0.76, -2.98, 2.39], [0.59, -2.01, 1.16], [1.53, -3.05, 1.00], [2.31, -2.83, -0.31], [2.45, -1.42, -0.61], [3.10, -0.47, 0.10], [2.82, 0.77, -0.47], [1.98, 0.52, -1.59], [1.77, -0.82, -1.66], [0.96, -1.57, -2.66], [0.14, -2.12, -2.21], [1.58, -2.27, -3.23], [0.53, -0.85, -3.36], [1.60, 1.25, -2.28], [3.21, 2.06, 0.06], [4.15, 2.26, 0.80], [2.28, 3.23, -0.33], [2.34, 4.02, 0.42], [2.60, 3.63, -1.30], [0.95, 2.75, -0.45], [-0.04, 3.31, 0.26], [0.04, 4.35, 0.86], [-1.24, 2.44, 0.16], [-1.07, 1.06, 0.10], [-2.16, 0.22, -0.02], [-3.45, 0.77, -0.11], [-3.62, 2.15, -0.03], [-2.52, 2.98, 0.11], [-2.65, 4.05, 0.16], [-4.61, 2.55, -0.10], [-4.84, -0.28, -0.36], [-4.21, -1.76, 0.47], [-2.81, -2.16, 0.05], [-2.48, -3.32, -0.06], [-1.93, -1.15, -0.12], [-0.95, -1.42, -0.19], [-4.90, -2.57, 0.25], [-4.21, -1.57, 1.55], [-0.08, 0.64, 0.15], [3.96, -0.71, 1.29], [4.91, -1.15, 0.99], [3.48, -1.36, 2.02], [4.18, 0.25, 1.75], [3.64, -3.58, -0.30], [4.25, -3.29, 0.54], [3.46, -4.65, -0.25], [4.19, -3.36, -1.22], [1.70, -3.25, -1.12], [1.02, -4.02, 0.97], [2.22, -3.06, 1.86], [-0.72, -1.19, 2.45], [0.57, -2.13, 3.22]],
  "nbo_charge": [-0.251, 0.182, -0.563, -0.064, -0.052, -0.337, 0.257, -0.268, -0.252, 0.134, -0.649, 0.216, 0.217, 0.238, 0.228, 0.556, -0.557, -0.175, 0.237, 0.207, -0.512, 0.790, -0.579, -0.155, -0.154, 0.115, -0.193, -0.211, -0.173, 0.232, 0.225, 0.283, -0.629, 0.678, -0.601, -0.617, 0.436, 0.261, 0.237, 0.236, -0.666, 0.224, 0.208, 0.269, -0.614, 0.214, 0.219, 0.226, 0.221, 0.188, 0.166, 0.198, 0.175],
  "homo_energy_ev": -8.22,
  "lumo_ev": 0.42,
  "smiles": "COC[C@H](C)n1c(C)cc(C(=O)COC(=O)c2ccc3c(c2)NC(=O)CS3)c1C"
}

=====

Entry 6:
{
  "formula": "C25H33O7Pb",
  "method": "wB97M-V/def2-TZVPD",
  "species": ["C", "C", "C", "C", "H", "H", "C", "H", "H", "C", "H", "H", "C", "C", "C", "O", "O", "O", "O", "C", "H", "H", "H", "C", "H", "H", "H", "O", "H", "H", "C", "C", "H", "H", "H", "H", "H", "H", "Pb", "C", "C", "C", "H", "C", "C", "H", "H", "H", "H", "C", "C", "C", "H", "C", "C", "H", "H", "H", "H", "C", "O", "C", "O", "H", "H", "H"],
  "coordinates": [[0.56, 3.42, -1.66], [1.17, 2.34, -0.70], [-0.49, 2.66, -2.52], [0.16, 1.26, -2.71], [-0.64, 3.24, -3.45], [-1.43, 2.59, -1.93], [1.31, 1.12, -1.64], [0.42, 2.14, 0.09], [2.12, 2.69, -0.26], [1.11, -0.26, -1.01], [2.29, 1.20, -2.16], [0.61, 1.25, -3.73], [-0.72, -0.01, -2.45], [-0.15, 4.55, -0.93], [1.65, 3.99, -2.57], [1.43, 4.31, -3.73], [-0.54, 4.47, 0.25], [-0.32, 5.65, -1.65], [2.83, 4.18, -1.94], [3.23, 5.45, -1.28], [3.44, 5.16, -0.25], [2.44, 6.22, -1.31], [4.15, 5.83, -1.76], [-0.91, 6.77, -0.97], [-1.85, 6.50, -0.46], [-1.08, 7.50, -1.76], [-0.17, 7.13, -0.25], [0.14, -0.99, -1.78], [0.65, -0.19, 0.00], [2.07, -0.81, -0.95], [-1.23, -0.57, -3.78], [-1.88, 0.23, -1.48], [-2.67, 0.83, -1.94], [-1.54, 0.70, -0.54], [-2.31, -0.74, -1.20], [-1.88, -1.43, -3.57], [-0.40, -0.88, -4.42], [-1.83, 0.19, -4.31], [-0.12, -2.62, 1.73], [1.42, -5.04, 2.29], [1.73, -4.29, 1.11], [2.42, -3.07, 1.55], [1.48, -4.55, 0.06], [2.50, -3.12, 2.98], [1.92, -4.34, 3.42], [1.91, -4.72, 4.44], [0.98, -6.04, 2.31], [2.73, -2.24, 0.89], [2.95, -2.35, 3.62], [-2.08, -2.80, 3.60], [-1.17, -3.36, 4.55], [-0.15, -2.42, 4.82], [-1.28, -4.35, 5.00], [-0.43, -1.22, 4.11], [-1.65, -1.42, 3.35], [-2.13, -0.71, 2.64], [-3.04, -3.24, 3.26], [0.67, -2.57, 5.52], [0.20, -0.32, 4.07], [-3.19, -4.60, -0.30], [-2.18, -3.85, 0.30], [-1.44, -4.52, 1.20], [-1.54, -5.68, 1.47], [-3.88, -4.94, 0.49], [-2.71, -5.44, -0.81], [-3.63, -3.89, -0.97]],
  "nbo_charge": [-0.275, -0.381, -0.391, -0.249, 0.246, 0.223, -0.247, 0.236, 0.232, -0.070, 0.211, 0.222, 0.283, 0.816, 0.840, -0.547, -0.606, -0.504, -0.578, -0.243, 0.198, 0.191, 0.198, -0.260, 0.209, 0.195, 0.189, -0.537, 0.184, 0.202, -0.621, -0.652, 0.200, 0.216, 0.238, 0.216, 0.217, 0.205, 1.169, -0.326, -0.447, -0.415, 0.222, -0.364, -0.314, 0.206, 0.226, 0.204, 0.206, -0.379, -0.339, -0.307, 0.211, -0.394, -0.445, 0.215, 0.217, 0.207, 0.206, -0.276, -0.573, 0.418, -0.677, 0.182, 0.184, 0.175],
  "homo_energy_ev": -3.00,
  "charge": -1,
  "lumo_ev": 1.93
}

=====

Entry 7:
{
  "formula": "C4H7NS",
  "method": "wB97M-V/def2-TZVPD",
  "species": ["C", "C", "C", "C", "H", "H", "H", "H", "H", "H", "H", "N", "S"],
  "coordinates": [[-1.17, -1.09, -0.50], [0.14, -0.48, -0.14], [-0.65, 1.65, 0.74], [-0.88, 1.75, -0.75], [-1.68, -0.66, -1.37], [-1.04, -2.15, -0.74], [-1.85, -0.92, 0.35], [-1.37, 1.04, 1.34], [-0.16, 2.42, 1.33], [-0.56, 2.70, -1.26], [-1.82, 1.33, -1.15], [0.22, 0.90, -0.25], [1.39, -1.31, 0.45]],
  "nbo_charge": [-0.711, 0.101, -0.231, -0.258, 0.220, 0.249, 0.235, 0.195, 0.215, 0.220, 0.201, -0.455, 0.018],
  "homo_energy_ev": -8.51,
  "lumo_ev": 0.22,
  "smiles": "CC(=S)N1CC1"
}

=====

Entry 8:
{
  "formula": "BrClH2O2Si",
  "method": "wB97M-V/def2-TZVPD",
  "species": ["O", "O", "Si", "Cl", "Br", "H", "H"],
  "coordinates": [[-0.72, -0.79, -1.21], [0.04, 1.49, 0.06], [-0.08, -0.11, 0.09], [-1.25, -1.15, 1.78], [1.90, -0.98, 0.52], [-0.23, -0.55, -2.06], [0.34, 2.08, 0.82]],
  "nbo_charge": [-1.095, -1.124, 1.941, -0.453, -0.336, 0.520, 0.546],
  "homo_energy_ev": -10.55,
  "lumo_ev": -0.02,
  "smiles": "O[Si](O)(Cl)Br"
}